Run P
{"formula": "H10O5", "method": "ωB97M-V/def2-TZVPD", "symbols": ["O", "H", "H", "O", "H", "H", "O", "H", "H", "O", "H", "H", "O", "H", "H"], "xyz": [[-15.478, -14.845, -11.199], [-15.522, -14.170, -11.877], [-15.119, -15.611, -11.646], [-11.247, -15.482, -7.558], [-11.472, -14.908, -6.826], [-11.931, -15.321, -8.208], [-12.852, -15.623, -9.831], [-12.407, -16.082, -10.543], [-13.534, -15.110, -10.265], [-12.432, -16.837, -12.427], [-12.595, -16.265, -13.176], [-13.222, -17.373, -12.358], [-11.442, -18.447, -8.134], [-10.613, -18.745, -7.760], [-11.423, -17.495, -8.034]], "nbo_charge": [-0.93, 0.47, 0.47, -0.98, 0.47, 0.50, -0.98, 0.50, 0.49, -0.94, 0.47, 0.47, -0.96, 0.46, 0.49], "e_homo_ev": -10.6, "smiles": "O.O.O.O.O", "gap_ev": 10.56}

---

Run Q
{"formula": "H10O5", "method": "ωB97M-V/def2-TZVPD", "symbols": ["O", "H", "H", "O", "H", "H", "O", "H", "H", "O", "H", "H", "O", "H", "H"], "xyz": [[0.549, 2.503, -1.761], [0.047, 1.961, -1.152], [1.461, 2.377, -1.499], [-2.704, 0.972, -1.958], [-2.140, 0.895, -1.188], [-2.934, 0.069, -2.178], [0.745, -1.576, 2.971], [-0.062, -1.383, 3.448], [1.312, -0.825, 3.146], [-0.368, 0.463, 0.024], [0.109, -0.282, -0.343], [-0.029, 0.549, 0.915], [1.454, -1.584, -0.325], [0.883, -2.274, -0.662], [1.674, -1.866, 0.563]], "nbo_charge": [-0.95, 0.48, 0.46, -0.94, 0.48, 0.46, -0.95, 0.48, 0.47, -0.98, 0.50, 0.48, -0.95, 0.48, 0.49], "e_homo_ev": -10.6, "smiles": "O.O.O.O.O", "gap_ev": 10.65}

---

Stability order, top to bottom: run P, run Q

---

Run P
{"formula": "H10O5", "method": "ωB97M-V/def2-TZVPD", "symbols": ["O", "H", "H", "O", "H", "H", "O", "H", "H", "O", "H", "H", "O", "H", "H"], "xyz": [[1.085, -1.110, 2.567], [1.289, -0.226, 2.759], [0.390, -1.020, 1.922], [-3.076, -0.136, -0.052], [-3.651, -0.399, -0.742], [-2.473, 0.465, -0.429], [1.373, 1.693, 0.401], [0.980, 2.188, 1.106], [0.784, 0.998, 0.339], [-0.180, -0.757, 0.163], [-1.004, -1.027, -0.201], [0.400, -0.738, -0.608], [1.337, -0.374, -2.268], [0.742, 0.089, -2.868], [1.997, 0.347, -2.083]], "nbo_charge": [-0.95, 0.45, 0.48, -0.93, 0.47, 0.47, -0.94, 0.46, 0.47, -0.99, 0.49, 0.50, -0.95, 0.47, 0.49], "e_homo_ev": -10.6, "smiles": "O.O.O.O.O", "gap_ev": 10.78}

---

Run Q
{"formula": "H10O5", "method": "ωB97M-V/def2-TZVPD", "symbols": ["H", "H", "H", "H", "H", "H", "H", "H", "H", "H", "O", "O", "O", "O", "O"], "xyz": [[1.210, 1.016, 0.520], [3.241, 0.241, 0.617], [0.222, 0.889, -1.705], [-0.074, 2.713, -1.307], [1.184, -1.080, -0.756], [-0.069, -1.025, -1.222], [-1.777, -1.269, 0.927], [-0.860, -2.877, 0.178], [-1.232, 1.049, 0.533], [-0.954, 0.388, 2.359], [1.745, 0.306, 0.894], [-0.194, 1.562, -0.877], [0.841, -0.865, -1.613], [-1.542, -1.745, 0.006], [-1.743, 0.697, 1.447]], "nbo_charge": [0.50, 0.47, 0.55, 0.50, 0.49, 0.50, 0.53, 0.47, 0.53, 0.48, -0.97, -1.05, -0.97, -1.00, -1.02], "e_homo_ev": -10.7, "gap_ev": 9.84}

---

Run R
{"formula": "H10O5", "method": "ωB97M-V/def2-TZVPD", "symbols": ["O", "O", "O", "O", "O", "H", "H", "H", "H", "H", "H", "H", "H", "H", "H"], "xyz": [[-0.682, 2.677, 2.239], [-3.688, 1.031, -0.933], [-1.884, -2.634, 1.704], [1.671, -2.752, -0.502], [4.130, 1.199, -2.165], [0.141, 2.487, 2.697], [-3.447, 1.916, -0.623], [-0.974, -2.821, 1.436], [1.495, -2.334, -1.351], [4.785, 1.671, -1.642], [-1.175, 1.851, 2.209], [-4.627, 1.015, -0.675], [-2.336, -2.615, 0.850], [2.454, -2.271, -0.198], [4.137, 1.581, -3.046]], "nbo_charge": [-0.94, -0.93, -0.94, -0.94, -0.94, 0.47, 0.47, 0.47, 0.47, 0.47, 0.47, 0.46, 0.47, 0.47, 0.47], "e_homo_ev": -11.3, "smiles": "O.O.O.O.O", "gap_ev": 11.83}

---

Stability order, top to bottom: run P, run R, run Q